1.
Below is a structure of composition C13H21BN4O3ReS2 in a non-equilibrium geometry, with properties calculated with ωB97M-V/def2-TZVPD.

## Properties
HOMO (spin up / spin down)   -15.2 / -15.2 eV
HOMO-LUMO gap (spin up / spin down)   5.85 / 6.29 eV
Total charge   +2
Lowest unoccupied orbital energy (spin up / spin down)   -9.37 / -8.89 eV
2S+1   2
Expectation value of S²   0.77

Cartesian coordinates (Å):
Re -0.612 0.124 -0.541
C 1.818 3.199 -1.529
N 2.136 2.725 -0.212
C 2.527 3.469 0.856
C 2.796 2.601 1.874
N 2.566 1.332 1.434
B 3.016 0.101 2.243
N 2.053 -1.106 2.200
C 2.496 -2.364 2.461
C 1.417 -3.193 2.592
N 0.308 -2.434 2.400
C -1.061 -2.859 2.505
C 0.714 -1.168 2.151
S -0.413 0.115 1.833
C 2.160 1.433 0.162
S 1.740 0.123 -0.907
H 1.743 4.282 -1.519
H 0.867 2.776 -1.855
H 2.598 2.903 -2.232
H 2.589 4.539 0.832
H 3.148 2.802 2.866
H 4.076 -0.249 1.835
H 3.114 0.424 3.381
H 3.539 -2.586 2.546
H 1.376 -4.242 2.808
H -1.129 -3.932 2.345
H -1.671 -2.331 1.771
H -1.449 -2.629 3.500
C -0.841 -2.786 -3.511
C 0.486 -3.130 -2.832
C 0.109 -2.986 -1.363
O -0.769 -1.842 -1.313
C -1.427 -1.706 -2.600
H -1.497 -3.659 -3.528
H -0.710 -2.429 -4.530
H 1.272 -2.423 -3.100
H 0.828 -4.133 -3.081
H 0.949 -2.804 -0.690
H -0.463 -3.859 -1.026
H -1.209 -0.696 -2.986
H -2.507 -1.810 -2.444
O -2.724 0.671 -0.533
C -2.381 1.860 -0.414
O -1.142 2.115 -0.324
H -3.102 2.678 -0.382

Atomic forces in eV per Å
1.7 -0.6 2.2
-0.2 0.2 -0.8
0.0 -0.6 0.6
0.2 0.1 0.6
-0.1 0.5 -0.2
-0.4 0.3 -0.9
0.8 0.1 0.4
-1.1 -0.3 -0.2
-0.2 -0.4 0.0
0.5 0.0 0.0
0.6 0.5 -0.3
-0.9 -0.2 0.2
0.1 -0.1 0.1
-0.3 0.2 -2.1
0.4 0.1 0.3
-2.1 0.1 -0.2
0.0 0.0 0.1
0.1 0.2 0.0
0.0 0.0 0.0
0.0 0.1 -0.1
0.0 0.0 0.2
0.2 -0.3 -0.2
-0.1 0.2 0.2
0.2 0.0 0.0
-0.1 -0.2 0.1
0.1 0.0 0.0
0.1 -0.2 0.1
0.0 0.0 -0.1
0.1 0.0 0.1
-0.2 0.2 0.2
0.9 -1.0 0.1
-0.4 0.4 0.6
-0.9 0.1 -0.8
0.0 0.1 0.0
-0.1 0.0 0.0
0.0 0.0 0.0
0.0 0.0 0.1
-0.1 0.0 0.0
0.1 0.2 0.1
0.0 0.0 0.0
0.3 0.1 0.0
0.8 -1.5 -0.4
-0.5 1.7 0.2
0.7 -0.1 0.0
-0.1 0.0 0.0


2.
Below is a cluster of 5 separate species, C32H46F4N6O17PS in total in a non-equilibrium geometry, with properties calculated with ωB97M-V/def2-TZVPD.

## Properties
HOMO   -11.4 eV
HOMO-LUMO gap   7.78 eV
Total charge   +1
Lowest unoccupied orbital energy   -3.61 eV

Cartesian coordinates (Å):
C -5.421 2.593 -1.351
C -4.363 2.678 -1.888
N -3.109 2.619 -2.443
C -3.068 3.139 -3.857
O -2.463 4.378 -3.975
C -1.228 4.394 -3.285
C -0.347 5.554 -3.716
C 0.993 5.111 -4.335
C 2.189 5.919 -3.773
C 3.278 6.080 -4.867
C 4.685 6.099 -4.268
C 5.062 7.488 -3.775
O 4.655 7.615 -2.392
C 5.622 8.179 -1.595
C 5.317 9.524 -1.034
O 6.644 7.591 -1.368
N -1.524 4.377 -1.845
N -2.455 5.387 -1.448
C -2.135 3.136 -1.596
N -1.768 2.454 -0.554
C -2.305 1.091 -0.309
C -1.883 0.079 -1.366
C -2.552 -1.279 -1.173
C -2.208 -1.815 0.210
S -2.468 -3.610 0.306
C -1.459 -3.925 1.707
N -1.459 -3.097 2.708
N -0.525 -3.615 3.605
C -0.063 -4.699 3.087
O -0.616 -4.961 1.859
P -0.591 3.222 0.596
C -1.202 2.647 2.224
O 0.819 2.399 0.410
H -6.354 2.481 -0.864
H -2.565 2.385 -4.466
H -4.076 3.236 -4.232
H -0.709 3.448 -3.484
H -0.163 6.179 -2.847
H -0.911 6.101 -4.463
H 1.211 4.065 -4.133
H 0.946 5.253 -5.409
H 2.645 5.376 -2.954
H 1.816 6.887 -3.459
H 3.158 5.299 -5.613
H 3.060 7.024 -5.362
H 4.762 5.402 -3.441
H 5.396 5.779 -5.027
H 4.519 8.247 -4.332
H 6.124 7.688 -3.878
H 4.437 9.498 -0.400
H 5.188 10.256 -1.826
H 6.168 9.824 -0.438
H -2.500 6.122 -2.145
H -2.055 5.811 -0.616
H -3.377 1.128 -0.140
H -1.863 0.779 0.629
H -0.798 -0.023 -1.322
H -2.116 0.397 -2.376
H -3.621 -1.191 -1.344
H -2.156 -1.913 -1.957
H -2.794 -1.316 0.973
H -1.151 -1.660 0.398
H 0.685 -5.321 3.532
H -1.658 3.478 2.747
H -0.341 2.327 2.805
H -1.904 1.816 2.190
H 0.689 1.578 -0.088
C -2.480 -3.101 6.439
C -2.557 -3.716 7.815
O -2.908 -2.611 8.623
C -3.613 -1.742 7.836
O -4.270 -0.847 8.240
O -3.455 -2.057 6.525
F -1.351 -4.201 8.220
H -1.499 -2.669 6.238
H -2.726 -3.801 5.645
H -3.310 -4.498 7.924
C 0.231 -3.665 -5.866
C 0.054 -4.224 -4.473
O -0.477 -3.107 -3.769
C -1.150 -2.346 -4.674
O -1.921 -1.490 -4.383
O -0.830 -2.699 -5.934
F 1.231 -4.580 -3.915
H 1.190 -3.159 -5.979
H 0.127 -4.414 -6.645
H -0.644 -5.059 -4.403
C -0.480 -8.160 1.311
C -0.175 -9.206 2.357
O 0.726 -10.059 1.675
C 1.383 -9.299 0.750
O 2.370 -9.621 0.188
O 0.740 -8.114 0.568
F -1.284 -9.909 2.704
H -1.295 -8.468 0.654
H -0.714 -7.189 1.736
H 0.303 -8.821 3.258
C 3.101 -6.377 7.130
C 2.189 -5.218 6.804
O 2.009 -5.361 5.396
C 2.141 -6.693 5.123
O 1.791 -7.203 4.106
O 2.703 -7.347 6.151
F 2.777 -4.028 7.053
H 4.150 -6.121 6.984
H 2.962 -6.761 8.136
H 1.216 -5.250 7.298

Atomic forces in eV per Å
-0.4 -0.1 0.2
0.6 -0.9 0.0
-0.5 1.7 -0.3
0.0 -0.3 -0.4
0.1 0.2 -0.2
0.2 -0.1 0.1
-0.2 -0.6 -0.1
0.3 0.6 0.7
-0.1 -0.5 -1.4
-0.5 0.1 1.0
-0.1 0.4 -0.8
-0.2 -0.5 0.4
0.0 0.8 -0.1
0.5 -0.7 0.1
0.1 0.1 0.2
-0.1 0.1 -0.2
0.8 -0.5 -0.9
-0.1 0.3 0.6
-0.2 -0.3 0.6
-0.1 -0.7 0.2
0.4 -0.2 0.1
-0.3 0.1 -0.4
0.5 0.1 0.2
-0.1 -0.2 -0.2
0.3 -0.7 -0.3
-0.8 1.3 0.3
0.5 -0.8 -0.1
0.1 -0.3 0.0
-0.5 1.0 0.1
0.1 0.1 0.2
0.6 1.9 0.8
-0.2 -0.7 -0.4
-1.1 -0.5 -0.7
-0.3 0.1 0.0
0.3 -0.1 0.1
-0.3 -0.1 0.2
0.1 -0.1 0.0
0.0 0.2 0.1
-0.1 0.4 0.1
-0.2 -0.2 -0.1
0.0 -0.1 -0.2
-0.2 0.1 0.5
0.2 0.2 0.3
0.1 -0.2 0.0
0.2 0.1 -0.4
0.1 -0.1 0.1
0.2 0.1 -0.1
0.0 0.2 -0.1
0.2 -0.1 0.2
-0.3 0.0 -0.1
-0.3 0.0 -0.1
0.1 0.1 0.2
-0.1 -0.2 -0.3
0.0 0.0 0.0
-0.2 0.1 -0.2
0.0 0.0 0.1
0.2 -0.2 0.0
-0.1 0.2 -0.1
-0.2 0.0 0.1
0.0 -0.3 0.0
0.0 -0.1 0.3
0.1 0.1 0.1
0.1 -0.5 -0.3
-0.2 0.2 -0.1
0.2 0.0 0.0
0.0 0.0 0.2
0.4 -0.2 0.3
0.0 -0.1 -0.4
0.3 0.2 0.1
-0.3 -0.2 -0.2
0.0 0.2 0.0
0.0 0.1 0.0
0.1 -0.2 0.2
-0.1 0.0 0.0
0.1 -0.1 0.1
-0.2 0.1 -0.1
0.1 -0.1 0.1
0.0 -0.1 -0.3
0.3 0.1 0.1
-0.3 -0.1 -0.2
0.1 0.1 -0.1
0.0 0.2 0.1
0.1 -0.1 0.2
-0.1 0.1 0.0
0.0 0.0 0.2
-0.2 0.1 -0.1
0.1 0.0 0.1
-0.1 0.2 0.0
-0.2 -0.3 -0.1
0.2 0.3 0.1
0.0 -0.1 -0.1
0.0 0.0 -0.1
-0.1 -0.1 0.2
0.1 0.0 0.0
0.0 -0.2 0.1
0.2 0.0 -0.1
-0.1 -0.1 0.0
0.1 -0.2 0.3
0.3 0.3 0.0
-0.2 -0.5 0.3
0.2 -0.1 -0.1
-0.1 0.2 -0.1
0.0 0.2 0.0
-0.1 0.0 -0.1
0.0 0.1 -0.1
-0.1 -0.2 -0.1
0.0 0.1 0.0


3.
Below is the molecule C2H7N5O in a non-equilibrium geometry, with properties calculated with ωB97M-V/def2-TZVPD.

## Properties
SMILES   C=N/N=C(\NN)NO
HOMO   -8.6 eV
HOMO-LUMO gap   9.28 eV
Total charge   0
Lowest unoccupied orbital energy   0.69 eV

Cartesian coordinates (Å):
C -2.346 1.377 0.873
N -1.496 0.483 0.558
N -0.353 0.999 -0.052
C 0.465 0.083 -0.488
N 0.562 -1.250 -0.264
N -0.199 -2.025 0.616
N 1.390 0.545 -1.430
O 2.655 -0.086 -1.347
H -2.121 2.438 0.701
H -3.285 1.073 1.323
H 1.163 -1.752 -0.919
H 0.213 -1.959 1.581
H -1.130 -1.574 0.661
H 1.500 1.561 -1.352
H 2.982 0.087 -0.460

Atomic forces in eV per Å
0.5 0.0 -0.1
-0.4 0.3 0.0
0.2 -0.5 0.0
-0.4 0.1 0.1
0.5 0.2 -0.5
-0.4 0.3 1.2
0.5 0.4 0.2
-0.2 0.1 -0.4
-0.2 -0.3 0.0
0.1 0.0 0.0
-0.4 0.2 0.5
-0.5 0.0 -1.3
0.7 -0.4 0.1
-0.2 -0.4 -0.1
0.2 0.0 0.3


4.
Below is a cluster of 2 separate species, C13H19N in total in a non-equilibrium geometry, with properties calculated with ωB97M-V/def2-TZVPD.

## Properties
SMILES   CCc1c[nH]c2ccccc12.CCC
HOMO   -7.9 eV
HOMO-LUMO gap   8.81 eV
Total charge   0
Lowest unoccupied orbital energy   0.92 eV

Cartesian coordinates (Å):
C 0.118 -0.285 3.658
C 0.882 0.048 2.369
C 0.140 0.928 1.407
C -1.195 1.152 1.310
N -1.474 1.798 0.124
C -0.340 1.858 -0.633
C -0.103 2.131 -1.974
C 1.179 1.964 -2.469
C 2.260 1.690 -1.615
C 2.042 1.435 -0.280
C 0.722 1.408 0.176
H -0.269 0.579 4.211
H 0.801 -0.842 4.287
H -0.836 -0.780 3.435
H 1.752 0.582 2.737
H 1.129 -0.879 1.872
H -1.932 0.850 2.031
H -2.348 2.170 -0.202
H -0.877 2.338 -2.699
H 1.376 2.032 -3.536
H 3.267 1.932 -1.939
H 2.856 1.267 0.417
C 0.398 -1.791 -1.439
C -1.101 -2.004 -1.651
C -1.870 -2.538 -0.451
H 0.844 -1.655 -2.420
H 0.588 -0.853 -0.935
H 0.880 -2.626 -0.930
H -1.313 -2.631 -2.523
H -1.462 -1.041 -2.045
H -2.409 -3.442 -0.736
H -2.542 -1.905 0.130
H -1.164 -2.890 0.312

Atomic forces in eV per Å
-0.9 0.3 -0.5
-1.0 1.1 1.1
0.3 -0.4 -0.4
0.4 0.1 0.5
-0.7 -0.1 -0.6
1.1 0.0 0.3
0.0 -0.3 -1.0
0.1 0.0 0.1
0.2 0.9 0.3
-0.2 -0.1 0.0
-0.2 -0.1 0.4
0.7 0.3 -0.1
-0.4 -0.4 0.3
0.5 -0.7 0.1
0.6 -0.1 -0.5
0.5 -0.2 -0.2
-0.4 0.2 -0.1
-0.1 -0.3 0.3
-0.3 0.2 0.2
-0.2 0.3 0.2
0.0 -0.6 -0.3
0.0 -0.1 -0.1
-0.4 -0.1 -0.6
-0.2 0.9 -0.7
0.3 -0.8 0.8
0.3 -0.2 -0.2
0.0 0.0 0.5
0.0 0.0 0.0
0.4 -0.4 0.2
-0.3 0.0 0.5
-0.3 0.1 0.0
0.0 0.4 -0.6
0.1 0.0 -0.1


5.
Below is a cluster of 2 separate species, C22H28O7S in total in a non-equilibrium geometry, with properties calculated with ωB97M-V/def2-TZVPD.

## Properties
SMILES   CCCc1cc(CCCOC(C)=O)c(O)c2c1C(=O)C=C(S)C2=O.CCOC(C)=O
HOMO   -8.6 eV
HOMO-LUMO gap   7.62 eV
Total charge   0
Lowest unoccupied orbital energy   -1.00 eV

Cartesian coordinates (Å):
C 3.550 1.234 3.356
C 2.709 0.564 2.218
C 1.415 0.025 2.842
C 0.662 -0.950 1.968
C 0.994 -2.279 2.100
C 0.370 -3.215 1.338
C 0.808 -4.661 1.483
C 2.051 -5.029 0.604
C 2.203 -4.095 -0.601
O 3.106 -4.610 -1.580
C 4.429 -4.511 -1.271
C 4.966 -3.478 -0.296
O 5.209 -5.249 -1.838
C -0.622 -2.886 0.434
O -1.197 -3.904 -0.294
C -0.972 -1.561 0.286
C -0.311 -0.604 1.059
C -0.677 0.838 0.843
O -0.271 1.764 1.523
C -1.595 1.172 -0.286
C -2.231 0.265 -1.009
S -3.340 0.746 -2.317
C -2.029 -1.209 -0.732
O -2.711 -2.023 -1.314
H 3.858 2.244 3.085
H 4.416 0.625 3.615
H 2.930 1.317 4.252
H 2.528 1.340 1.475
H 3.325 -0.240 1.810
H 0.819 0.869 3.174
H 1.697 -0.523 3.749
H 1.774 -2.586 2.785
H -0.012 -5.339 1.264
H 1.082 -4.828 2.527
H 2.951 -5.070 1.219
H 1.821 -6.007 0.178
H 1.222 -4.075 -1.081
H 2.403 -3.061 -0.314
H 4.343 -3.301 0.581
H 5.951 -3.793 0.036
H 5.092 -2.518 -0.803
H -1.989 -4.153 0.196
H -1.778 2.221 -0.487
H -4.546 0.723 -1.716
C -2.841 6.750 -3.352
C -3.807 5.632 -3.684
O -3.597 4.488 -2.852
C -4.155 4.340 -1.638
C -4.797 5.532 -0.968
O -4.065 3.280 -1.081
H -2.980 7.112 -2.333
H -2.974 7.587 -4.036
H -1.813 6.394 -3.428
H -4.849 5.956 -3.644
H -3.630 5.288 -4.702
H -4.056 6.027 -0.341
H -5.609 5.172 -0.341
H -5.228 6.252 -1.661

Atomic forces in eV per Å
-0.5 -0.2 -0.2
0.6 0.5 1.2
0.2 -0.2 0.1
0.5 0.9 0.9
0.2 0.3 0.0
0.4 -2.1 0.1
0.4 0.1 0.1
-0.8 0.2 -0.3
-1.1 -0.1 0.2
0.7 0.5 0.9
1.2 -1.1 -0.8
-0.4 0.2 0.2
-0.9 0.7 0.4
0.0 -0.2 0.0
0.2 0.1 0.4
-0.6 -0.2 -0.8
-0.5 1.3 -0.5
-0.1 0.3 -0.2
0.0 -0.3 -0.2
0.2 0.3 0.1
-0.6 -0.7 0.1
0.3 -0.4 -0.7
-0.4 0.5 -0.3
0.3 0.2 0.5
0.2 -0.1 0.0
0.1 0.2 0.0
0.1 0.1 0.0
-0.3 -0.4 -0.3
-0.3 0.0 -0.3
-0.1 -0.1 -0.1
0.1 0.0 -0.1
0.0 0.0 0.1
0.0 0.1 -0.1
-0.1 0.0 0.0
0.0 -0.1 -0.1
0.5 -0.1 0.2
0.2 0.0 -0.3
0.3 -0.1 -0.1
0.0 -0.1 -0.1
0.0 -0.2 -0.1
-0.1 -0.1 -0.1
-0.2 -0.1 -0.5
0.1 0.0 0.2
0.4 -0.1 0.3
0.0 0.0 0.2
0.1 0.3 0.0
0.0 -0.3 -0.2
0.0 0.3 0.3
-0.5 0.0 -0.2
-0.1 0.4 0.2
-0.1 0.0 0.0
0.0 0.0 0.0
0.0 0.0 -0.1
0.0 0.0 0.1
0.0 -0.2 0.1
0.0 0.0 0.0
0.2 -0.1 0.1
0.2 0.1 0.0


6.
Below is the molecule C11H8N2O2 in a non-equilibrium geometry, with properties calculated with ωB97M-V/def2-TZVPD.

## Properties
SMILES   C1=N[C@@H](c2ccon2)Oc2ccccc21
HOMO   -8.5 eV
HOMO-LUMO gap   8.85 eV
Total charge   0
Lowest unoccupied orbital energy   0.32 eV

Cartesian coordinates (Å):
C -0.119 -1.828 -0.011
N 0.907 -1.708 0.753
C 1.260 -0.471 1.334
C 2.374 0.142 0.561
C 2.476 1.490 0.276
C 3.734 1.620 -0.236
O 4.338 0.446 -0.317
N 3.454 -0.522 0.175
O 0.104 0.602 1.215
C -0.988 0.366 0.488
C -1.973 1.398 0.484
C -3.212 1.039 -0.092
C -3.337 -0.232 -0.803
C -2.289 -1.123 -0.834
C -1.117 -0.810 -0.200
H -0.232 -2.787 -0.418
H 1.566 -0.627 2.322
H 1.816 2.339 0.440
H 4.108 2.646 -0.662
H -1.702 2.445 0.984
H -4.005 1.819 -0.074
H -4.266 -0.479 -1.173
H -2.146 -2.004 -1.448

Atomic forces in eV per Å
1.8 1.2 1.8
-0.5 -0.6 -0.5
-2.4 0.5 -3.4
1.0 -0.7 -0.2
0.9 2.0 -0.2
-0.8 2.7 -0.9
-0.4 -0.1 -0.1
-0.3 0.2 0.6
2.2 -0.6 1.5
0.1 1.5 0.7
-0.1 0.3 0.4
1.2 -0.1 -0.6
1.1 1.9 1.9
-0.1 0.6 -1.0
0.2 -0.2 0.5
-0.4 -1.3 -0.8
-0.2 0.3 1.8
0.0 -0.6 0.0
0.1 -2.7 0.8
-0.9 -2.6 -1.1
0.4 -1.0 -0.2
-1.8 -0.4 -1.1
-1.2 -0.3 0.0


7.
Below is a structure of composition C8H18Br6N4O10 in a non-equilibrium geometry, with properties calculated with ωB97M-V/def2-TZVPD.

## Properties
HOMO   0.2 eV
HOMO-LUMO gap   3.57 eV
Total charge   -2
Lowest unoccupied orbital energy   3.79 eV

Cartesian coordinates (Å):
O 1.592 0.942 -0.036
C 0.921 -0.228 -0.205
C -0.315 -0.650 0.620
O -0.537 -0.194 1.837
H 1.706 -1.059 -0.097
H 0.717 -0.324 -1.301
H -0.365 -1.778 0.541
H -1.219 -0.294 -0.037
C -3.383 1.244 1.662
N -2.776 2.286 0.828
O -3.490 2.755 -0.096
O -1.649 2.571 1.075
H -4.449 1.406 1.674
H -2.933 1.385 2.646
H -3.064 0.251 1.362
C 0.831 3.385 -1.776
N 0.854 4.491 -0.759
O 0.967 5.641 -1.146
O 0.846 4.152 0.354
H -0.044 2.787 -1.535
H 1.729 2.805 -1.567
H 0.807 3.764 -2.786
C 4.425 0.403 0.700
N 3.951 0.151 2.071
O 3.459 1.082 2.671
O 4.003 -1.001 2.476
H 5.297 -0.196 0.439
H 4.692 1.449 0.614
H 3.599 0.198 0.012
C -2.218 -3.324 2.545
N -1.707 -4.707 2.334
O -0.542 -4.878 2.326
O -2.500 -5.596 2.142
H -2.812 -3.371 3.462
H -2.783 -3.041 1.674
H -1.355 -2.658 2.782
C 3.026 0.394 -3.396
Br 4.777 -0.317 -3.083
Br 1.837 -0.975 -3.999
Br 3.051 1.953 -4.525
H 2.673 0.734 -2.412
C -3.417 -2.234 -1.972
Br -5.073 -1.306 -1.666
Br -3.021 -2.454 -3.831
Br -3.489 -3.969 -1.128
H -2.614 -1.674 -1.495

Atomic forces in eV per Å
-0.1 0.7 -0.1
2.7 -0.4 -0.9
-1.6 0.6 -0.2
0.2 -0.3 1.0
-0.5 -0.3 0.3
-1.0 -0.5 0.0
0.2 -0.1 -0.3
0.0 -0.2 -0.5
0.1 0.0 1.2
-1.0 -0.2 -1.4
0.9 -0.3 1.0
0.4 0.8 -0.3
-0.3 -0.1 -0.2
-0.1 -0.1 0.0
0.2 0.0 -0.5
-0.2 0.0 0.3
0.4 -0.4 -2.7
-0.1 1.1 -0.6
-0.2 -0.5 3.2
0.2 -0.2 0.1
-0.3 -0.3 0.2
0.0 0.4 -0.1
0.6 0.3 -0.7
-0.7 -0.1 -0.1
0.5 -0.2 0.1
0.3 0.1 0.1
-0.1 -0.3 0.5
-0.2 0.1 0.1
-0.5 0.2 0.3
1.0 0.5 1.4
-1.2 0.9 -0.3
2.9 -0.2 0.2
-1.5 -0.8 -0.1
-0.3 -0.1 -0.4
-0.1 0.2 -0.1
-0.6 -0.3 -0.8
-0.4 0.1 0.9
0.4 0.0 -0.1
-0.1 0.0 -0.2
0.0 0.0 -0.2
-0.2 -0.1 0.0
0.0 -0.3 0.3
0.0 0.2 -0.1
0.0 0.2 -0.2
0.1 -0.1 0.1
0.1 0.1 0.0


The lowest total charge belongs to which entry? C8H18Br6N4O10